Formula: C40H108N8O11
Source: the Open Molecules 2025 dataset
Level of theory: ωB97M-V/def2-TZVPD

ΔE to the lowest compared entry with this formula, charge and spin (kcal/mol): 32.2
Calculated total energy (Ha): -2854.238036
2S+1: 1
E_HOMO (eV): -8.2
SMILES: CC1(C)CCCC(C)(C)N1O.COC[C@H](C)N.COC[C@H](C)N.COC[C@H](C)N.COC[C@H](C)N.COC[C@H](C)N.COC[C@H](C)N.COC[C@H](C)N.CO.CO.CO

```
167
Properties=species:S:1:pos:R:3:forces:R:3
C -2.125872 -3.133483 -2.790919 -0.912 -0.852 -0.590
H -6.330889 -0.553113 4.352188 0.025 0.105 0.164
H 2.198904 -1.926389 -1.824108 -0.050 0.454 0.106
C -4.617230 1.569911 2.573697 1.263 0.955 -0.136
H 3.231365 2.757374 5.357086 -0.132 0.280 -0.061
C 4.912133 -4.110755 -0.900050 0.493 -0.170 0.489
H -1.839420 -2.695839 -1.835380 0.417 -0.262 0.014
H 1.113897 0.349187 4.635305 -0.494 -0.133 -0.039
H -4.396886 -2.135551 1.321763 0.093 -0.046 0.035
H -5.263926 0.429346 0.005094 -0.121 0.048 0.024
H -0.955299 -2.117556 0.763563 -0.291 -0.157 0.262
H 1.883446 4.424973 4.076995 0.241 0.185 0.082
C 0.964229 -5.854241 -1.023731 -0.248 -0.232 0.288
H -3.160335 4.958989 2.529308 0.064 0.190 0.224
H 4.738634 -0.817384 -1.984159 0.142 0.261 0.120
C -0.729453 -3.052863 1.286929 1.419 -0.249 -0.156
C 1.944348 1.154276 -3.693627 1.379 0.634 -0.275
H 0.249647 -3.391620 0.913019 -0.189 0.069 -0.311
H -4.094811 2.283973 0.592742 -0.592 -0.371 -0.415
O 0.569061 -1.270478 -0.683986 0.272 0.261 0.419
H -0.844779 -0.449498 -4.208234 -0.250 -0.234 -0.123
C -3.074325 -0.837791 3.311254 -0.072 0.265 0.264
H 3.074943 0.685635 -8.565785 0.005 0.007 0.001
O -6.382824 0.126883 1.835814 -0.115 0.187 0.664
H 1.310689 1.524474 -2.891570 -0.107 -0.088 -0.007
C 3.536731 2.375807 4.374687 0.071 -1.214 0.473
H 1.573756 -0.650051 1.026909 -0.057 -0.065 -0.007
C -3.080449 1.519567 2.678372 0.510 0.972 0.267
C 2.543340 1.644976 -8.507642 0.185 -0.565 -0.286
C 1.479612 1.656944 -5.050414 -1.341 -0.709 0.526
H 1.025607 1.410596 2.108640 0.149 0.501 0.163
H -1.704567 3.952424 2.601133 0.098 0.181 -0.125
C -0.064794 0.704566 0.576069 -0.572 0.182 0.614
H 1.806409 0.359364 -0.406884 0.067 0.014 -0.037
O 2.588619 2.902539 -0.428411 0.034 -0.567 0.753
H 1.984057 1.741998 -9.436399 -0.123 0.224 0.121
O -2.124819 7.400521 0.759431 -0.093 0.221 -0.264
H -5.474269 -2.017224 4.754971 0.077 0.030 0.115
H -0.449147 -2.762453 -4.068980 -0.131 -0.430 -0.125
H -1.443796 0.259011 -0.938062 0.041 0.121 -0.342
C 5.344612 -0.725688 -2.886550 -0.639 -0.171 0.018
H 0.148984 -3.724329 4.900627 0.318 -0.049 -0.093
H 0.310561 -5.639586 -0.180031 0.109 0.305 0.048
H 2.572743 0.149928 -6.278165 -0.381 -0.220 0.097
H -4.603382 -3.116219 2.800272 0.240 0.140 0.149
H -2.792235 2.555637 2.895074 0.031 -0.431 0.223
N -0.786538 4.421873 0.197180 0.217 -0.081 0.095
H -0.130881 1.491688 -6.193880 -0.205 -0.511 0.053
C 0.316514 -1.743058 4.561194 -0.164 -0.578 1.250
O 5.642222 0.645635 -3.130193 0.227 -0.441 0.018
C 4.610241 -5.562984 -1.216950 0.257 -0.242 -0.516
H -1.926454 -4.204073 -2.884262 0.216 0.025 0.450
H 1.460472 2.752388 -5.063215 0.344 0.046 0.086
H -6.899713 0.733956 2.390412 -0.103 -0.238 0.024
H 0.836911 -6.927169 -1.201045 0.292 -0.061 -0.215
N 0.431732 1.831858 1.397917 -0.057 -0.875 -1.100
O 2.532151 2.550543 3.403533 0.444 0.966 0.352
H 0.996059 -0.520610 6.185628 0.100 0.099 0.079
H 2.236469 -0.942003 4.982483 -0.503 -0.572 0.243
H -0.216161 6.848443 1.178607 0.328 0.284 0.002
H 3.304976 2.428360 -8.435689 -0.134 0.139 0.070
C -2.527505 6.228908 0.087116 0.117 0.033 -0.556
C 2.272101 3.945310 3.180345 -0.666 -1.287 -1.132
H 4.327095 0.675005 6.637856 0.314 0.774 0.015
H -0.280985 7.816257 -0.296393 -0.664 -0.373 -0.372
C 1.200481 -0.624806 5.122017 -0.538 -0.820 -0.771
H -1.408091 0.478107 3.575649 0.078 0.195 0.104
H 0.606284 -5.312357 -1.904040 0.054 0.089 -0.070
H -4.582080 -1.408197 -0.930484 -0.312 -0.077 -0.024
H -4.551231 3.553279 1.619182 -0.180 -0.143 0.476
O -1.996808 -3.932392 -5.732697 0.272 -0.395 0.324
C 3.745413 0.887302 4.544271 0.905 -1.720 0.846
H -5.965151 -2.257572 2.102270 0.018 -0.053 -0.010
H 6.330077 0.628879 -3.803319 -0.040 0.325 0.019
H -0.809653 4.249029 -0.802621 -0.068 0.112 -0.019
C -4.822875 2.525795 1.364746 -0.119 -0.084 0.419
C 0.394335 -1.968402 3.067187 -0.558 1.056 0.012
C -5.330895 -0.975683 4.457856 -0.105 -0.492 -0.117
H 2.948146 1.569060 -3.531894 -0.049 -0.058 0.266
C -4.891976 -2.197032 2.291583 -0.519 0.324 -0.083
H -2.743169 0.807923 4.697645 0.092 0.027 0.038
C -2.123584 4.877695 2.203300 0.235 0.167 -0.572
H -1.534255 5.715817 2.573228 -0.136 0.012 0.173
H -2.836934 -1.513350 4.134748 0.099 -0.434 -0.370
H -0.571453 8.624721 1.188337 -0.107 -0.185 0.328
H 3.550763 0.324399 2.577682 0.105 0.216 -0.060
H 6.230374 -1.349184 -2.756836 0.100 0.096 -0.030
H 1.422502 -2.221624 2.782234 -0.004 -0.324 -0.160
H -1.688010 -1.887629 -6.034891 0.309 -0.113 -0.042
H 4.298136 -0.760335 3.492037 0.193 -0.043 0.019
H 4.496516 2.836799 4.115749 -0.080 0.191 -0.312
C -1.487596 -2.411563 -3.959583 0.788 0.630 0.345
N -1.409632 -0.998982 -3.553330 0.282 0.158 -0.176
H -5.320611 -0.769619 -2.453873 0.258 -0.315 -0.096
H -0.602092 3.513468 0.630012 0.066 0.333 0.006
H 2.066419 0.073155 -3.622127 -0.394 -0.082 -0.185
H -6.266253 2.174975 3.891720 -0.036 0.103 0.151
H 4.059565 3.007405 -1.718833 0.778 -0.676 -0.223
H -2.128910 -5.197569 -7.348531 0.116 -0.074 0.380
C 1.547354 -2.224445 -0.984827 0.427 -0.451 -1.365
H 2.867997 0.352878 4.932869 0.645 1.669 -0.779
H -5.857342 2.554097 1.027459 0.098 -0.171 -0.368
C 2.329105 1.214498 -6.235081 -0.040 0.771 0.262
H -2.645711 1.344662 1.689796 -0.196 -0.299 -0.009
H 3.127990 4.433992 2.711437 0.224 0.167 0.463
H 6.521953 -5.861854 -1.912771 -0.098 0.389 0.016
C -2.133062 -2.587152 -5.316325 -0.717 -0.002 -0.201
H 2.965486 -4.894595 -2.455402 0.445 0.114 -0.150
N 0.087930 1.172332 -5.245956 0.063 0.509 -1.220
H 4.999487 -3.526487 -1.816975 -0.111 -0.117 -0.112
C -2.491734 0.535039 3.669448 -1.102 -0.284 -0.368
H -3.219385 -3.069495 -2.809443 0.012 0.272 -0.192
N -5.045770 0.214846 2.297009 0.656 0.280 -1.353
H 1.500083 3.905016 2.409902 -0.187 0.442 0.190
C 3.930472 2.504187 -0.754996 -0.336 1.546 -1.206
C 1.066446 -0.234314 0.147677 -0.017 0.581 -0.466
H -1.664508 1.904417 -0.451597 0.076 0.061 0.588
H -2.603440 -1.154992 2.379663 0.118 -0.253 0.106
H -2.892536 4.190693 0.343047 0.131 -0.066 -0.104
H 4.708468 2.910849 -0.105139 -0.274 -0.213 0.442
H -0.809573 -1.062126 -2.733391 -0.202 0.491 0.231
H 5.884242 -4.080157 -0.398482 -0.064 0.263 0.061
O -5.308085 0.578980 -0.946328 0.021 -0.460 0.123
H 2.238726 -2.496676 -0.182924 -0.446 0.033 0.393
H 4.170566 -3.647389 -0.252572 -0.031 -0.129 0.057
N 4.253340 0.237177 3.310031 -0.723 0.335 -0.012
H -1.428081 -3.849829 1.046487 -0.347 0.160 0.330
H 5.047737 -0.511509 5.693073 -0.137 -0.093 -0.632
H -1.583187 -3.572089 -7.689140 -0.348 0.206 -0.311
H 4.720873 -1.138573 -3.686263 0.158 -0.062 -0.130
H 2.496291 3.841644 -0.607124 0.036 0.029 0.031
H 1.044098 2.325896 0.744944 0.364 0.132 0.580
H 3.287202 1.740327 -6.153421 0.116 0.047 -0.011
H -4.904990 3.314560 3.848789 -0.103 0.048 -0.133
H -3.616854 6.268966 0.042165 -0.026 -0.002 0.265
C -2.291099 -4.151217 -7.087886 0.285 -0.058 -0.066
C -0.746331 7.670595 0.688560 0.575 -0.034 0.572
H 5.525922 -7.031069 -2.253608 -0.151 0.102 -0.351
H -0.730030 -1.586975 4.842940 -0.071 0.491 -0.423
H 0.109366 -1.024171 2.579728 0.389 0.056 0.107
H -2.198466 6.304499 -0.959904 0.109 -0.192 -0.038
O -0.574706 -2.909430 2.680320 -0.447 -0.576 0.647
H 1.039034 -3.104590 -1.381653 -0.039 -0.116 0.401
C -4.601448 -0.923709 3.103979 -0.136 0.018 0.368
H -4.736950 1.825598 4.740862 -0.252 -0.096 0.053
C -5.178323 2.261265 3.843422 0.060 -0.647 -0.095
H 4.748152 -6.238055 -0.365209 -0.458 0.479 0.440
H -3.203459 -2.345391 -5.313736 -0.074 0.164 0.315
H -4.773753 -0.479348 5.251890 -0.129 0.179 -0.017
H -0.315957 1.507441 -1.468869 0.250 -0.105 0.108
N 5.571712 -6.012203 -2.242960 0.011 -0.570 -0.123
C -0.898316 1.149611 -0.616581 -0.306 -0.592 -0.416
H -0.587553 1.701775 -4.698443 0.355 -0.031 0.415
N 0.735218 -2.977944 5.279580 -0.498 -0.379 -0.431
H 0.401372 -2.920201 6.238661 0.252 0.195 0.054
O 1.656796 1.641862 -7.414416 0.403 -0.069 0.081
C -4.696506 -0.545787 -1.590502 0.205 0.969 0.248
H -0.730755 0.142387 1.243470 -0.074 -0.056 -0.204
H 4.023175 1.429464 -0.864394 -0.240 -0.015 0.111
O 2.287607 -5.509639 -0.671942 -0.082 -0.868 -0.105
C 4.764884 0.543004 5.645437 0.079 0.352 -0.260
C -2.092834 4.873582 0.667269 -0.488 0.028 0.362
H 5.670035 1.107288 5.408619 0.138 0.046 0.729
H -3.338557 -3.948528 -7.329250 0.024 0.399 -0.063
H -3.689247 -0.237736 -1.883957 -0.037 -0.301 -0.417
C 3.194142 -5.708289 -1.747896 -0.361 1.217 -0.523
H 3.036015 -6.586091 -2.386061 -0.073 -0.566 0.745
```
Forces are in eV/Å.

Formula: C3H4CoO4
Source: the Open Molecules 2025 dataset
Level of theory: ωB97M-V/def2-TZVPD

ΔE to the lowest compared entry with this formula, charge and spin (kcal/mol): 80.9
Calculated total energy (Ha): -1799.907814
2S+1: 5
E_HOMO (alpha / beta) (eV): -12.2 / -13.4
Total charge: +1

```
12
Properties=species:S:1:pos:R:3:forces:R:3
H -2.574106 1.268643 -0.094298 -1.178 -0.071 0.535
O 0.453881 0.505929 -1.200748 -0.913 1.038 -0.868
C -1.101903 -1.120483 -1.052218 -1.300 0.041 0.397
Co 3.830011 0.132622 -0.792620 1.323 0.727 0.091
O 2.266519 -0.789560 -0.907228 0.089 -0.607 -0.189
C 1.060518 -0.648521 -1.034087 -2.615 -1.252 1.573
H -1.722059 -1.774385 -1.661512 0.214 0.103 0.102
O -1.931627 0.673047 0.303311 2.123 -0.635 -1.664
O 0.197833 -1.617958 -0.834362 1.613 0.186 -0.748
C -0.940427 0.276588 -1.329925 0.433 -1.321 1.385
H -1.893898 -0.650340 0.233883 0.178 1.409 -1.360
H -1.429336 0.834661 -2.129115 0.033 0.382 0.745
```
Forces are in eV/Å.

Formula: C18H17AgBF6N10O4S2
Source: the Open Molecules 2025 dataset
Level of theory: ωB97M-V/def2-TZVPD

ΔE to the lowest compared entry with this formula, charge and spin (kcal/mol): 1.7
Calculated total energy (Ha): -3112.168959
2S+1: 1
E_HOMO (eV): -6.0
Total charge: -1

```
59
Properties=species:S:1:pos:R:3:forces:R:3
F -0.032974 -5.630047 2.162785 -0.083 -0.034 0.059
N 3.233344 3.425744 -6.246902 -0.065 -0.060 0.091
C -2.580281 0.262958 -2.258315 -0.119 -0.017 -0.044
C -1.680605 0.762698 3.147635 -0.083 0.010 0.085
C -3.358085 1.263050 -2.860505 0.050 -0.030 -0.007
N 4.126430 -1.177169 3.016561 -0.049 0.075 -0.137
F -1.082703 -5.584450 -0.537312 -0.011 -0.129 0.018
H 3.876007 -2.125376 2.774303 -0.046 -0.045 -0.018
O -0.141512 -2.226607 -1.804456 0.173 -0.072 0.322
F -1.559996 -4.615478 -2.413848 -0.028 -0.107 -0.048
H 1.208639 2.479347 -1.053289 0.029 -0.035 -0.057
N -2.068184 0.690852 -1.109916 -0.041 -0.093 -0.256
O -0.109839 -1.857665 2.291418 0.067 -0.494 -0.129
N -1.597634 0.947343 1.833838 0.115 0.080 0.183
H -3.706831 3.311503 -2.015818 0.054 -0.076 0.056
H -2.843318 3.781704 2.738704 0.034 -0.093 -0.070
C 2.621620 -0.365674 1.293781 0.017 -0.192 -0.141
C 1.930329 2.773296 -3.056570 0.041 0.097 -0.044
C 3.226353 -0.230323 2.555017 -0.003 -0.026 0.063
C 1.448794 1.536158 1.643368 -0.069 0.196 -0.193
Ag -0.435487 -0.524454 0.182150 -0.379 1.653 0.005
H 0.404724 -0.669235 -3.554296 0.006 -0.011 0.040
N 2.965456 0.813512 3.327770 -0.019 0.029 0.002
O 1.774141 -3.427819 2.557332 0.231 0.176 -0.318
C -2.438529 2.780612 2.736920 -0.008 -0.144 0.039
C 1.456114 0.939385 -4.516854 -0.014 -0.048 -0.119
F 0.503951 -5.076198 -1.926190 -0.104 -0.105 -0.045
F -1.814884 -4.407752 2.231222 -0.128 0.060 -0.120
H 2.340817 3.756761 -2.873269 -0.010 -0.020 0.030
C 2.688999 2.880856 -5.392903 -0.045 -0.009 0.013
C -0.540011 -4.460390 2.563808 0.321 0.115 0.129
F -0.453709 -4.390583 3.899381 -0.061 -0.108 -0.044
N 0.787371 0.844051 -2.221231 0.146 0.048 -0.211
B -1.996542 2.887555 0.200238 0.157 -0.109 -0.066
H -2.734919 3.849427 0.240569 0.096 -0.007 -0.027
C -3.271285 2.324489 -1.978009 0.021 -0.120 0.044
N 0.708918 -3.289928 0.338390 -0.352 0.166 0.046
H 2.867932 -1.211294 0.659907 -0.049 -0.026 0.011
S 0.538728 -3.091416 1.906409 0.003 -0.031 0.321
C 1.307436 2.057148 -2.047531 -0.126 -0.104 0.112
H -2.376014 -0.744093 -2.595902 0.001 0.077 0.041
H -3.902068 1.218477 -3.791128 0.031 0.000 0.079
C -2.210344 1.898309 3.777876 0.045 0.023 -0.027
H -2.401541 2.058779 4.826863 0.005 -0.046 -0.052
H -0.835627 3.216407 -0.032992 -0.115 -0.063 0.042
O -1.774175 -2.792709 -0.008021 0.082 0.021 -0.245
N -2.067130 2.186017 1.588712 -0.082 0.113 -0.058
S -0.508883 -3.021426 -0.658519 -0.036 -0.921 -0.180
C -0.668407 -4.683478 -1.423411 0.123 0.160 0.054
H 4.308220 -1.067681 4.001977 -0.016 -0.006 0.045
C 2.014624 2.193279 -4.315830 0.100 0.089 -0.036
H 0.705046 2.243132 1.295851 -0.022 -0.040 0.050
H -1.358587 -0.173828 3.578960 -0.017 0.061 -0.056
H 1.492944 0.466345 -5.488384 0.003 -0.015 0.016
N -2.497905 1.952040 -0.940612 -0.040 0.166 0.080
C 0.852056 0.310476 -3.439639 -0.025 0.016 0.146
N 1.722027 0.491530 0.846739 0.211 0.025 0.495
H 1.854491 2.546120 3.488201 0.009 -0.019 -0.043
C 2.082521 1.695698 2.854948 0.071 -0.004 0.078
```
Forces are in eV/Å.